Below is a structure of composition C20H33Cl2IrSSbSi at a distorted geometry, with properties calculated with ωB97M-V/def2-TZVPD.

The geometry in XYZ format:
```
59
Properties=species:S:1:pos:R:3:mulliken_charge:R:1
Ir -0.17373 -0.20907 -0.86921 1.3368
Cl 0.02244 2.21154 -0.29487 -0.1699
C -1.08369 2.51169 1.00321 0.4468
C -1.24606 3.82229 1.40316 -0.5732
C -2.10817 4.12356 2.45250 -0.3950
C -2.78472 3.11390 3.10985 -0.6355
C -2.61431 1.79153 2.72134 0.4588
Cl -3.42125 0.53507 3.55723 -0.1192
C -1.76979 1.45876 1.63318 -0.1738
S -1.66122 -0.21221 1.19892 -0.0196
H -0.71075 4.61428 0.90632 0.5022
H -2.24497 5.15003 2.75283 0.4402
H -3.44359 3.34182 3.93166 0.4745
C -3.28404 0.75407 -5.90078 -0.9685
Si -3.88094 -0.00391 -4.24058 0.1651
C -5.08026 -1.47394 -4.24408 -0.9478
C -4.80595 1.49959 -3.42498 -0.9933
C -2.39716 -0.31430 -3.16621 0.6084
C -1.45224 -0.44491 -2.39346 -0.3388
H -4.13429 0.99660 -6.53233 0.3218
H -2.65149 0.04046 -6.41886 0.3425
H -2.71567 1.66237 -5.71802 0.3223
H -5.94746 -1.24864 -4.86062 0.3195
H -5.43157 -1.68372 -3.23701 0.3285
H -4.61795 -2.37667 -4.62977 0.3453
H -5.67049 1.75121 -4.02646 0.3214
H -4.14793 2.35746 -3.36024 0.3109
H -5.12575 1.20961 -2.43198 0.3119
C 3.11947 -3.03947 2.63164 -1.3442
C 2.22804 -3.05991 1.41186 0.3657
C 0.88673 -3.71438 1.67064 -1.3802
Sb 1.91089 -0.96056 0.67023 -0.5320
C 2.27437 0.23932 2.52219 0.3642
C 1.15557 0.04923 3.52871 -1.2221
C 2.51790 1.70418 2.21222 -1.3112
C 3.69827 -0.39964 -0.60909 0.2757
C 4.95538 -0.71904 0.15336 -1.3199
C 3.59820 -1.12549 -1.92919 -1.3857
H 3.39511 -4.06178 2.89125 0.4885
H 2.61354 -2.61665 3.49686 0.2715
H 4.04536 -2.49445 2.45282 0.2849
H 2.72925 -3.55025 0.57390 0.4418
H 0.35396 -3.22486 2.48549 0.2930
H 1.04389 -4.75325 1.96344 0.4337
H 0.25478 -3.71060 0.78027 0.3431
H 3.19402 -0.20589 2.90930 0.4973
H 0.25078 0.57050 3.22341 0.1179
H 1.46035 0.45568 4.49370 0.4676
H 0.91300 -1.00270 3.67108 0.2638
H 1.58975 2.22367 1.98531 0.2064
H 3.21075 1.84081 1.38203 0.3270
H 2.95562 2.19305 3.08351 0.4517
H 3.59024 0.67850 -0.75312 0.3543
H 5.09679 -1.79114 0.26141 0.3137
H 4.96671 -0.24726 1.13409 0.3061
H 5.81866 -0.33657 -0.39350 0.4892
H 3.69820 -2.20227 -1.80262 0.3338
H 4.40623 -0.80110 -2.58631 0.4308
H 2.65125 -0.91614 -2.43563 0.3514
```

The value obtained for the molar mass is 718.52 g/mol. As for the spin multiplicity: 6. The calculation puts the relative energy (zero: lowest compared OMol25 entry of this formula, charge and spin) at 24.42 kcal per mole. As for the total energy: -2733.747538 Ha. Its total charge is +2. Its lowest unoccupied orbital energy (alpha / beta) is -5.49 / -9.96 eV. The calculation puts the HOMO-LUMO gap (alpha / beta) at 0.328 / 0.182 Ha.